[1]
{
  "formula": "C30H70N2O6",
  "method": "ωB97M-V with the def2-TZVPD basis set",
  "e_above_lowest_kcal_mol": 75.8,
  "gap_ev": 8.3,
  "lumo_energy_ev": 0.58,
  "molar_mass_da": 554.9,
  "energy_ev": -47505.1190,
  "spin_multiplicity": 1,
  "smiles": "CC1(C)CCCC(C)(C)N1O.CC1(C)CCCC(C)(C)N1O.CC(C)O.CC(C)O.CC(C)O.CC(C)O",
  "e_homo_ev": -7.7,
  "species": ["H", "C", "C", "C", "H", "H", "H", "H", "H", "C", "C", "C", "H", "C", "H", "H", "H", "H", "H", "O", "H", "H", "H", "C", "H", "H", "H", "H", "C", "H", "H", "H", "H", "C", "H", "H", "H", "H", "H", "C", "H", "H", "H", "H", "C", "H", "H", "H", "C", "H", "C", "H", "H", "C", "C", "H", "H", "O", "O", "H", "N", "H", "O", "H", "H", "C", "H", "H", "H", "C", "H", "C", "H", "H", "H", "H", "H", "H", "H", "H", "H", "C", "H", "C", "H", "H", "H", "C", "H", "N", "C", "C", "C", "C", "H", "O", "C", "H", "C", "H", "O", "H", "H", "C", "C", "H", "H", "H"],
  "xyz": [[4.54, -3.54, 1.25], [2.56, -2.66, -0.66], [-0.02, 4.60, 4.10], [2.10, -0.50, -5.18], [-4.12, -4.97, 0.34], [-4.02, -5.99, 1.72], [-1.43, 0.03, 3.92], [3.03, 1.92, 2.88], [5.02, -2.39, 3.39], [-6.06, -0.61, -2.74], [-0.44, 0.04, -2.59], [-0.75, 0.79, 4.29], [5.36, 1.50, 2.09], [-1.16, 2.25, 3.87], [-5.10, -1.89, -4.39], [-2.97, -0.01, -1.94], [-5.72, -2.80, -3.23], [4.00, 0.89, -6.68], [2.58, 2.07, 1.20], [2.99, 0.27, -0.80], [-7.68, -0.30, -4.21], [5.04, -2.81, -1.32], [-2.08, -5.41, 3.10], [0.27, 4.58, 2.61], [0.75, 2.80, 4.72], [-2.24, 0.99, -0.76], [2.86, -2.94, 1.79], [1.29, 4.29, 2.37], [-0.80, 3.78, 1.85], [-0.45, 3.26, 5.76], [-6.04, -0.57, -1.65], [-2.93, 1.98, 5.10], [0.62, 3.14, 0.22], [-5.26, -1.81, -3.32], [0.60, 5.20, 4.76], [1.69, -2.78, 0.00], [2.99, -1.37, -8.16], [-0.98, -2.83, 1.22], [-8.06, -1.46, -3.00], [3.79, -0.68, 2.80], [0.70, -0.44, -0.21], [4.86, -1.11, -1.65], [3.89, 0.22, -1.12], [-5.52, 1.31, -2.58], [-0.25, 3.78, 0.37], [-3.32, 2.52, 3.43], [-0.32, 1.12, -2.49], [2.22, -2.35, -1.65], [3.85, -2.71, 1.40], [-4.36, -1.97, -2.72], [2.31, -0.41, -6.68], [-0.76, 0.78, 5.38], [2.81, -1.05, 3.08], [3.64, 0.22, 1.58], [-2.33, -0.06, -1.06], [-7.95, 0.20, -2.43], [-0.90, 5.23, 4.25], [3.02, -1.56, -7.22], [-5.37, 0.56, -3.16], [-3.08, 3.75, 1.57], [3.17, -0.53, 0.34], [5.58, -1.69, 2.01], [-2.29, -4.47, 3.13], [3.27, 0.80, -8.25], [5.92, -1.58, -0.38], [-0.26, 3.19, 4.69], [2.37, 1.67, -6.98], [0.00, 4.71, -0.13], [-3.26, -3.32, 1.73], [3.04, 0.84, -7.18], [3.91, -0.17, 3.76], [-2.28, 4.47, 1.76], [-2.85, -6.12, 0.43], [-0.91, 0.89, 1.32], [-1.10, -0.21, -3.42], [0.19, 5.63, 2.32], [-2.57, 5.00, 2.67], [-0.98, 3.19, -0.18], [1.63, 1.07, 2.17], [2.03, -1.53, -4.83], [-2.37, 5.20, 0.96], [-7.54, -0.51, -3.15], [2.84, -3.66, -0.97], [-2.60, -4.19, 1.73], [2.89, -0.01, -4.61], [1.16, 0.00, -4.94], [0.61, -0.23, -2.71], [3.66, -1.84, 0.05], [0.26, 0.48, 4.03], [-0.88, 2.37, 2.43], [-1.01, -0.62, -1.35], [5.01, 0.87, 1.27], [4.63, -1.91, 2.49], [4.97, -1.83, -0.85], [-0.99, -1.70, -1.47], [-1.56, 1.50, 1.67], [2.68, 1.35, 2.01], [1.38, -0.49, -7.24], [-2.63, 2.61, 4.26], [-2.85, -0.65, -0.30], [-0.25, -0.35, -0.17], [4.93, 1.49, 0.38], [-2.66, 3.65, 4.60], [-1.36, -3.82, 0.97], [-3.40, -5.41, 1.04], [-0.57, -4.57, 1.05], [-1.63, -3.79, -0.08], [5.78, 0.12, 1.11]]
}

---

[2]
{
  "formula": "C30H70O11",
  "method": "ωB97M-V with the def2-TZVPD basis set",
  "total_charge": -1,
  "gap_ev": [2.1, 9.7],
  "lumo_energy_ev": [2.28, 2.27],
  "molar_mass_da": 606.9,
  "s2": 0.750,
  "energy_ev": -54761.6883,
  "spin_multiplicity": 2,
  "e_homo_ev": [0.2, -7.4],
  "species": ["C", "H", "O", "H", "H", "H", "C", "H", "H", "C", "H", "C", "O", "C", "H", "C", "H", "C", "C", "H", "C", "H", "H", "H", "H", "C", "H", "O", "C", "C", "C", "O", "H", "H", "H", "C", "H", "H", "C", "O", "H", "H", "C", "H", "H", "O", "H", "H", "H", "H", "O", "H", "H", "H", "H", "O", "H", "H", "H", "C", "C", "H", "H", "H", "O", "H", "H", "H", "H", "H", "O", "H", "H", "H", "H", "H", "H", "C", "C", "C", "H", "C", "C", "H", "H", "C", "C", "O", "H", "H", "H", "H", "H", "H", "C", "H", "H", "C", "C", "H", "H", "H", "H", "H", "C", "H", "C", "H", "H", "H", "H"],
  "xyz": [[-1.99, -1.05, 4.06], [-3.13, -3.35, -5.28], [-2.87, 0.01, 3.56], [4.66, -0.52, 1.74], [1.16, -2.78, 5.38], [-3.78, 0.63, -0.75], [-4.99, 2.10, -1.66], [4.35, -0.89, -1.21], [2.07, 3.09, 4.18], [-6.41, 2.44, -1.89], [-3.49, 1.59, 4.59], [-0.83, -0.27, 4.47], [-4.45, 2.87, -0.62], [-2.10, -2.19, -6.82], [-5.49, 0.17, -0.98], [4.52, 1.63, 0.21], [-4.52, 0.06, -2.37], [-1.52, -1.97, -4.46], [5.73, 0.78, 0.46], [-0.07, -1.24, -1.65], [-1.44, 2.49, -2.99], [0.06, 4.60, -4.33], [-2.00, -4.51, -0.35], [-1.83, -4.25, 1.13], [1.20, 0.24, 0.79], [0.46, -0.36, 0.24], [1.54, -1.38, -1.33], [-1.33, -4.42, 0.33], [3.90, -0.57, -0.27], [-1.44, 0.94, 5.21], [1.63, -3.67, 4.97], [0.49, -1.48, 1.03], [2.89, 4.32, 0.55], [-0.89, -2.45, -3.70], [-3.50, -1.40, 1.35], [1.48, -3.94, 3.46], [0.91, 0.30, -1.62], [-1.02, 0.98, -0.42], [0.72, -0.68, -1.17], [3.85, 3.22, 3.24], [-1.24, 2.79, -1.96], [-2.16, 1.84, 3.37], [1.72, 3.28, 2.01], [2.47, 1.70, 3.10], [-0.75, 1.96, -5.82], [3.67, -4.20, 3.90], [-0.13, -2.17, 0.76], [2.09, 5.36, 1.78], [3.86, 5.30, 3.17], [4.75, 2.46, -0.46], [1.29, -4.16, -0.49], [-2.30, -1.46, -3.88], [-6.54, 3.51, -1.78], [-6.69, 2.12, -2.89], [0.76, 2.27, -3.11], [-1.68, 3.69, -3.76], [4.00, 1.97, 1.11], [1.55, 2.51, 1.26], [-1.52, -3.88, -5.57], [2.59, 4.41, 1.59], [-0.12, 2.05, -3.71], [-1.91, -2.88, -7.65], [3.50, -4.14, 6.00], [3.02, -4.36, 2.03], [-0.74, -1.11, -5.29], [1.43, -3.50, 0.19], [-1.88, 0.66, 6.17], [-1.19, 4.40, -5.57], [0.01, 0.98, -3.64], [4.66, 4.53, 1.77], [-3.54, -2.23, 0.86], [-4.90, 2.83, 0.23], [-0.15, -0.81, 5.13], [-0.78, -0.45, -7.34], [-0.64, 1.67, 5.35], [-1.05, 0.83, 1.31], [-2.46, -1.66, 4.83], [5.02, -0.60, 0.72], [-0.66, 3.90, -4.75], [-2.13, -2.99, -5.49], [-4.42, 2.38, -2.55], [-4.62, 0.63, -1.45], [3.20, -3.59, 5.11], [1.28, -4.55, 5.50], [0.72, -3.32, 2.97], [2.50, 2.79, 3.23], [3.84, 4.46, 2.48], [3.66, 0.82, -0.56], [-2.12, 1.67, -3.20], [0.71, 3.58, 2.29], [6.26, 1.19, 1.31], [-2.96, -1.56, -7.04], [-7.13, 1.93, -1.25], [0.04, -1.98, -6.99], [2.86, -3.71, 2.89], [6.33, 0.58, -0.43], [3.13, -2.71, 2.56], [-0.95, 0.25, 0.39], [-2.55, 1.23, 4.18], [-0.18, 0.08, 3.67], [-1.67, -0.56, 0.38], [3.73, -2.64, 5.22], [5.63, -1.50, 0.56], [0.77, 2.76, -5.66], [-0.81, -1.35, -6.72], [-3.84, -2.87, 1.51], [-0.15, 2.54, -5.12], [-1.72, -1.70, 3.23], [3.04, -1.11, 0.13], [1.30, -5.01, 3.37], [0.33, -4.24, -0.55]]
}

---

In the order shown, the computed F_max values come out to 0.09192; 0.07987 hartree/bohr.